The following is a quantum chemistry calculation of a structure of composition C4H20BClCuN8O4 at a distorted geometry, from the OMol25 dataset.

**Energy relative to the best compared isomer or geometry (same formula, charge and spin)**: 3.2980 eV
**Electronic energy**: -82421.4162 eV
**Kohn-Sham gap (alpha / beta)**: 6.71 / 3.88 eV
**Total charge**: 0
**2S+1**: 2
**E_HOMO (alpha / beta)**: -9.23 / -9.23 eV
**⟨S²⟩**: 0.76

XYZ file:
```
39
Properties=species:S:1:pos:R:3:lowdin_spin:R:1
H 0.14084 -1.13918 2.19451 0.003
H 4.96451 -2.31296 -1.38941 0.027
C 2.11448 2.83853 -0.52297 0.000
N -2.49346 0.96366 -3.92228 0.000
N 2.51812 1.80521 -1.30931 0.000
H 4.16957 -2.41304 0.32381 0.016
H 0.45961 -2.08067 3.65895 0.000
Cu 2.85403 -2.74215 -1.17353 0.455
N -4.71807 -1.57115 0.52483 0.000
H 1.39107 1.53329 0.77146 0.000
N -0.86688 0.99519 -2.39075 0.000
C -3.43570 -1.44518 0.97760 0.000
H -1.52053 -1.29496 0.22564 0.007
O -2.01864 -0.92313 -2.65393 0.000
O -3.15614 -1.50337 2.16852 0.000
N -2.49834 -1.27808 0.01355 0.004
H -2.53291 1.96356 -3.91741 0.000
H 3.22218 2.11253 -1.95704 0.000
H -4.89317 -1.36413 -0.44330 0.000
H -2.74786 -1.30044 -0.96928 0.000
Cl 1.06126 -1.36616 -0.06471 0.293
H -3.11842 0.44738 -4.52078 0.000
H 2.01737 0.95797 -1.11496 -0.001
H -0.22386 0.47424 -1.81852 0.001
H -0.38010 1.85884 3.85776 0.000
N 1.24162 2.48510 0.47200 0.000
O -0.50569 -0.38499 5.20051 0.001
N 0.17940 -1.23728 3.19263 0.002
H 1.03692 3.22780 1.11835 0.000
O 2.38005 4.01040 -0.77093 0.000
C -1.86699 0.26596 -2.95543 0.000
H -0.70305 1.94475 -2.65883 0.000
H 5.50557 -1.27193 0.04513 0.025
H -5.36756 -1.27473 1.23553 0.000
B 4.59078 -1.71742 -0.46680 0.114
N -0.22859 0.97490 3.41146 0.000
H -0.08407 1.02274 2.41949 0.000
C -0.25132 -0.24498 4.01052 0.000
H 3.76398 -1.01610 -0.80208 0.051
```

=====

The following is a quantum chemistry calculation of a structure of composition C4H20BO18 at a distorted geometry, from the OMol25 dataset.

**Energy relative to the best compared isomer or geometry (same formula, charge and spin)**: 1.9024 eV
**Electronic energy**: -42011.8669 eV
**Kohn-Sham gap**: 10.17 eV
**Total charge**: -1
**2S+1**: 1
**E_HOMO**: -8.39 eV

XYZ file:
```
43
Properties=species:S:1:pos:R:3:nbo_charge:R:1
H -0.99157 -2.81075 1.25956 0.472
O -0.74494 0.67828 2.70636 -0.951
O -3.77832 -1.17235 3.19430 -0.955
O 4.56014 1.60390 0.01402 -0.961
C -2.72581 0.75815 0.26275 0.697
C 0.64206 1.39575 -2.34223 0.663
H 4.24211 2.18683 -2.91550 0.461
O 4.03086 -1.88121 -1.29816 -0.953
H -4.12215 -3.19952 0.18821 0.506
H -0.90734 -0.06232 3.23644 0.467
C -2.71696 -0.37667 -0.59487 0.669
H 3.55775 -1.15792 -1.75354 0.480
O -1.75103 -3.53924 -1.64522 -0.965
H -3.45739 -4.16602 1.20691 0.473
H -1.60470 0.80960 2.27997 0.471
O -3.81436 -4.10810 0.32416 -0.969
O -3.47934 -1.30301 -0.48163 -0.590
H -2.32732 -3.77973 -0.98041 0.477
H -0.13642 3.18274 0.38946 0.457
H -0.19433 -1.87283 0.34134 0.481
H 4.07834 1.26778 -0.71908 0.490
H 2.96916 3.04527 -3.02517 0.499
C 1.26252 0.60286 -1.32669 0.705
O -3.24959 0.80274 1.38671 -0.609
O 2.54264 1.33761 2.12721 -0.967
O 0.74686 3.40281 0.64292 -0.944
H -4.37032 -0.86530 3.91830 0.456
H 0.97795 2.59575 1.09981 0.484
H 5.21044 2.17336 -0.39954 0.473
O -1.71938 1.49053 -0.02927 -0.619
O 0.41275 0.28238 -0.47417 -0.610
H -3.57754 -0.35053 2.75665 0.489
O 2.48132 0.44820 -1.18763 -0.640
O -0.69889 -1.91715 1.14648 -0.952
H 3.05780 1.42192 1.32617 0.495
O -0.58827 1.45309 -2.18807 -0.600
O -1.74088 -0.47982 -1.35659 -0.614
B -0.88107 0.69539 -0.99158 1.172
H 1.89442 0.67477 1.98527 0.472
O 1.24890 1.95931 -3.25876 -0.586
O 3.87839 3.03042 -2.68413 -0.964
H -1.98986 -2.60253 -1.75666 0.472
H 3.77337 -1.65443 -0.38406 0.471
```

=====

The following is a quantum chemistry calculation of a cluster of 6 separate species, C4H20NO8 in total at a distorted geometry, from the OMol25 dataset.

**Energy relative to the best compared isomer or geometry (same formula, charge and spin)**: 2.7508 eV
**Electronic energy**: -22334.6358 eV
**Kohn-Sham gap**: 10.88 eV
**Total charge**: +1
**2S+1**: 1
**E_HOMO**: -13.78 eV

XYZ file:
```
33
Properties=species:S:1:pos:R:3:nbo_charge:R:1
O 0.24480 -3.56142 0.19971 -0.952
C 0.52532 2.98120 -0.34822 -0.056
H -0.66519 0.22949 0.01403 0.466
O 0.87236 0.94284 -2.77821 -0.559
O -0.13819 2.61352 0.85095 -0.765
H -2.15970 2.16371 -1.11994 0.486
H -0.68536 3.20310 1.17602 0.477
O -1.79239 1.32348 -1.34578 -0.978
O 2.13662 -0.81327 -2.10649 -0.667
C 1.47804 0.36398 -1.89799 0.760
H 0.59171 -4.01873 0.92190 0.458
H -2.39470 -1.23383 1.55525 0.504
H 0.30388 -2.42819 4.11106 0.489
H 2.11235 2.06573 0.96313 0.240
H -3.50216 0.36203 0.79792 0.502
H -2.00595 -2.59719 1.96000 0.474
H 0.28740 -0.92701 0.71269 0.472
C 1.83493 1.91098 -0.05396 -0.426
C 1.51522 0.50112 -0.46400 -0.151
H -0.66821 -3.33538 0.41487 0.492
H 2.04697 -1.11642 -3.06370 0.521
H -1.37402 1.33116 -2.21261 0.509
H 0.02028 2.75440 -1.25340 0.192
H 2.24813 -0.28420 -0.16513 0.273
O -3.79468 -0.57651 1.08241 -0.961
H 0.86940 -2.93637 2.71358 0.471
H 2.73823 2.09511 -0.76225 0.238
H 0.34928 0.63231 1.30280 0.458
O -1.55924 -1.90703 1.51760 -1.020
H -4.41402 -0.99963 0.46619 0.514
H 0.77824 4.03656 -0.21856 0.200
O 0.48515 -2.26900 3.21463 -0.960
N 0.25241 0.06268 0.45609 -0.702
```

=====

The following is a quantum chemistry calculation of a cluster of 7 separate species, C4H20O8S2 in total at a distorted geometry, from the OMol25 dataset.

**Structure (SMILES)**: CSSCCC(=O)O.O.O.O.O.O.O
**Energy relative to the best compared isomer or geometry (same formula, charge and spin)**: 0.5498 eV
**Electronic energy**: -42522.6236 eV
**Kohn-Sham gap**: 9.15 eV
**Total charge**: 0
**2S+1**: 1
**E_HOMO**: -9.14 eV

XYZ file:
```
34
Properties=species:S:1:pos:R:3:nbo_charge:R:1
H -0.41275 -0.57679 -0.64381 0.247
H 0.64150 1.68851 4.05569 0.474
C -1.39739 -0.46475 -1.12385 -0.560
O -0.69224 -0.85618 -3.42535 -0.693
H -1.85874 1.29769 -2.40811 0.228
H 0.77076 -2.81687 0.42761 0.499
H 2.71577 -1.66274 0.65365 0.489
H 1.44812 -1.12493 1.37609 0.474
O 2.15119 -1.77850 1.43922 -0.957
H 3.17778 1.32552 -0.84745 0.233
O -0.25888 -1.48820 3.99095 -0.959
H -0.60956 -3.63777 0.83470 0.491
H 1.53126 -1.76242 -1.52537 0.491
H -2.05694 -0.85240 -0.35556 0.263
H -0.46682 0.08146 -3.29377 0.479
H -1.57624 -0.16596 3.28943 0.491
S -0.67783 2.24640 -0.39860 0.122
O 0.62603 1.50671 3.11078 -0.939
O 2.29166 -1.24443 -1.23455 -0.962
H 1.43851 1.01788 2.94362 0.466
C 2.33941 1.51767 -0.19077 -0.755
O -0.19029 -2.84919 0.49531 -1.000
H 3.08345 -1.69755 -1.54297 0.485
H 2.58878 1.98685 0.76512 0.218
O -1.71999 -2.48220 -2.40552 -0.546
O -2.42878 0.07744 2.89963 -0.954
S 1.18296 2.60978 -1.05321 0.083
H 1.91608 0.59459 0.19014 0.220
H -0.55002 -2.11329 3.31971 0.486
C -1.59202 1.02683 -1.38991 -0.575
H -2.16903 0.36108 2.01774 0.457
C -1.28930 -1.37299 -2.28640 0.781
H -2.50868 1.30338 -0.84555 0.244
H -0.04922 -1.99353 4.78057 0.481
```

=====

The following is a quantum chemistry calculation of a cluster of 7 separate species, C4H21BrNO6 in total at a distorted geometry, from the OMol25 dataset.

**Energy relative to the best compared isomer or geometry (same formula, charge and spin)**: 0.9855 eV
**Electronic energy**: -88308.8696 eV
**Kohn-Sham gap**: 8.89 eV
**Total charge**: -1
**2S+1**: 1
**E_HOMO**: -5.90 eV

XYZ file:
```
33
Properties=species:S:1:pos:R:3:nbo_charge:R:1
O 21.92030 -26.56491 -18.96666 -0.972
H 23.11740 -32.47765 -13.21857 0.188
H 18.57772 -27.21929 -20.07491 0.492
O 18.49385 -27.67475 -20.91261 -0.961
C 21.49264 -30.23179 -15.27584 -0.072
H 21.21524 -27.76662 -13.82075 0.211
H 23.18401 -32.28692 -14.92980 0.157
H 22.62469 -28.70146 -13.05985 0.200
C 22.47999 -29.00819 -15.22154 -0.065
Br 18.88336 -27.14290 -17.66461 -0.929
H 23.55812 -29.16595 -15.25084 0.180
H 21.81413 -30.72291 -16.19429 0.171
H 21.33454 -28.15650 -16.67321 0.371
C 22.21794 -28.18072 -13.92673 -0.635
N 22.31181 -28.16920 -16.41848 -0.884
H 20.48805 -29.85016 -15.45821 0.215
H 22.81138 -27.27082 -14.01614 0.197
O 17.06883 -29.86801 -17.19060 -0.969
H 21.45794 -24.68510 -15.53085 0.463
O 15.75360 -25.57150 -16.50219 -0.961
H 15.43508 -24.98900 -17.19173 0.457
H 22.50864 -27.19620 -16.23238 0.386
H 20.81822 -25.76324 -16.37954 0.498
H 23.76807 -31.06721 -13.94693 0.159
H 20.99408 -26.69406 -18.76250 0.483
H 17.55001 -27.76908 -21.04105 0.453
C 22.92622 -31.75642 -14.01317 -0.250
O 21.65054 -25.31697 -16.22358 -0.962
O 21.66741 -31.15401 -14.16652 -0.546
H 16.68684 -29.45878 -16.41417 0.461
H 22.38540 -26.93873 -18.21821 0.469
H 16.53930 -25.97409 -16.87209 0.498
H 17.86234 -29.36127 -17.36316 0.494
```

=====

The following is a quantum chemistry calculation of a structure of composition C4H21MgNO6, from the OMol25 dataset.

**Energy relative to the best compared isomer or geometry (same formula, charge and spin)**: 0.0469 eV
**Electronic energy**: -23698.1031 eV
**Kohn-Sham gap**: 8.80 eV
**Total charge**: +2
**2S+1**: 1
**E_HOMO**: -15.52 eV

XYZ file:
```
33
Properties=species:S:1:pos:R:3:nbo_charge:R:1
H -1.08715 0.76033 -0.31629 0.376
H 2.40705 -2.42941 -0.72086 0.530
H -4.02542 -1.86213 2.43618 0.196
H 0.10162 -0.60515 1.97398 0.193
N -0.39928 0.10814 0.07603 -0.964
H -2.04612 -0.21681 3.05146 0.204
H -4.38302 -0.68186 1.13553 0.180
H 2.98390 -0.60205 -3.45906 0.531
H 1.50324 2.67411 -2.10571 0.528
O 0.96643 1.89251 -1.92070 -1.007
H 3.18677 0.74912 0.90870 0.536
H -0.06793 -1.60390 -3.07873 0.534
O 2.94214 -0.18096 -2.59087 -1.011
C -0.08691 1.53343 2.09940 -0.625
C -0.54192 0.17973 1.57176 -0.061
H 0.89022 1.79051 1.68223 0.204
O 1.73548 -1.77592 -0.48709 -1.021
H 3.72179 0.38684 -2.56420 0.513
H 3.46345 1.49360 -0.39163 0.505
H -0.47399 -0.14057 -3.04059 0.507
H -2.62262 0.76239 1.69513 0.174
C -3.77900 -1.54707 1.42108 -0.255
H 0.15894 2.05352 -2.42586 0.513
H -0.78634 2.32219 1.82313 0.223
H -4.01427 -2.36460 0.74308 0.206
O -2.37837 -1.26331 1.29198 -0.571
H -0.87732 -0.77430 -0.16038 0.401
Mg 1.41468 0.02537 -1.21527 1.788
C -1.98390 -0.09409 1.96063 -0.084
H 1.07849 -2.25230 0.03737 0.526
O 2.81514 0.91877 0.03332 -1.007
O 0.14497 -0.76785 -2.64376 -1.010
H 0.03926 1.51171 3.18002 0.250
```

=====

Q: 2S+1 of number 1 (C4H20BClCuN8O4)?
A: 2